A structure of composition C6H14NS2 at a distorted geometry. Source: OMol25; level of theory: ωB97M-V/def2-TZVPD.

**Spin multiplicity**: 1
**Charge**: +1
**Relative energy (zero: lowest compared OMol25 entry of this formula, charge and spin)**: 37.6 kcal/mol
**E_HOMO**: -12.1 eV

Each line ends with the natural charge from an NBO analysis.
Element x y z (Å)
C1 -1.779753 0.161098 0.155597  0.27
H1 -3.411226 1.039752 1.128265  0.44
H2 -3.217089 1.614441 -0.463808  0.46
H3 -2.723173 -1.248875 -1.104605  0.23
H4 -2.090742 2.102071 0.855649  0.48
C2 -1.351014 -0.514700 1.375548  -0.77
S1 -0.026354 1.735697 -0.314040  -0.13
H5 -0.358801 -0.204480 1.725423  0.28
H6 -0.866853 -1.120852 -1.417780  0.29
C3 2.275018 -0.154764 -1.619227  -0.42
S2 1.403940 0.956175 0.870142  0.19
H7 2.990588 -1.309778 1.336469  0.23
H8 3.104364 -0.575227 -2.220984  0.23
H9 -1.937077 0.102624 -1.881332  0.23
H10 4.165108 -1.119740 -0.124285  0.24
H11 -1.964572 -0.561231 2.302519  0.26
N1 -2.710390 1.411645 0.419265  -0.75
H12 3.935538 0.175049 1.053991  0.24
C4 2.338144 -0.153793 -0.281667  -0.11
H13 -1.121056 -1.510560 1.051262  0.26
C5 -1.817005 -0.638661 -1.135878  -0.68
H14 1.698883 0.485100 -2.221446  0.22
C6 3.463514 -0.670995 0.510927  -0.66

Cartesian forces (eV/Å) of the 3 atoms listed first:
3.0 2.6 -0.1
0.7 1.0 -1.0
0.6 0.7 0.8

The ion C6H14NS2 with charge +1 at a distorted geometry. Source: OMol25; level of theory: ωB97M-V/def2-TZVPD.

**Spin multiplicity**: 1
**Charge**: +1
**Relative energy (zero: lowest compared OMol25 entry of this formula, charge and spin)**: 19.6 kcal/mol
**E_HOMO**: -12.7 eV
**Structure (SMILES)**: CC(C)(SS)C1([NH3+])CC1

Each line ends with the natural charge from an NBO analysis.
Element x y z (Å)
H1 1.402291 -2.357605 -0.007041  0.26
S1 -2.121973 -0.720384 0.542311  0.02
C1 0.417854 -1.946802 0.462134  -0.64
H2 0.203148 0.014276 -2.124271  0.22
H3 2.004898 0.358879 -1.141907  0.25
C2 -0.255233 -0.678862 -0.146558  -0.06
C3 0.594622 1.835581 -0.307927  -0.44
C4 -0.485176 -0.720513 -1.628972  -0.67
C5 0.488386 0.547230 0.425297  0.08
H4 -0.655541 0.928109 2.076670  0.46
H5 -0.369196 -2.789404 0.580320  0.26
H6 -3.816821 -0.168204 -1.361325  0.14
H7 0.874461 1.461054 2.476050  0.46
H8 -0.139715 -1.690514 -2.059247  0.25
S2 -3.159226 0.613425 -0.521766  -0.07
H9 0.568074 -1.613777 1.504779  0.16
H10 0.240248 2.082569 -1.345473  0.27
H11 2.640208 1.095074 0.252021  0.24
H12 0.560089 2.744787 0.257657  0.23
H13 -1.508276 -0.489639 -2.065504  0.25
H14 0.408232 -0.119531 2.444567  0.44
C6 1.744282 0.834344 -0.252124  -0.43
N1 0.364366 0.779897 1.940310  -0.69

Cartesian forces (eV/Å) of the 3 atoms listed first:
-1.9 1.1 0.7
1.5 -0.5 0.8
-1.0 -0.9 0.5

A structure of composition C6H14NSm at a distorted geometry. Source: OMol25; level of theory: ωB97M-V/def2-TZVPD.

**Spin multiplicity**: 6
**Charge**: +2
**E_HOMO (spin up / spin down)**: -16.9 / -17.2 eV

Each line ends with the Löwdin spin population.
Element x y z (Å)
H1 -1.543694 -2.420149 -1.766061  0.00
H2 0.677494 2.006423 -0.629707  0.00
H3 0.093006 -1.893233 -1.479660  0.00
H4 0.449912 1.521677 2.894635  0.00
H5 1.624685 -0.777026 -0.307693  0.01
H6 -2.352566 -0.445731 -0.569037  0.02
C1 -0.886870 -1.527713 -1.777642  0.02
H7 1.656360 1.904864 0.796501  0.00
H8 -0.568439 0.086772 2.979886  0.00
C2 1.060847 1.305527 0.110929  0.04
H9 -1.269798 0.595774 -1.415249  0.00
C3 1.952958 0.237755 -0.543895  0.01
H10 2.980032 0.306217 -0.194926  0.00
N1 -0.679183 -0.446836 0.412481  0.69
C4 -1.286811 -0.355430 -0.874504  0.05
C5 -0.121508 0.763721 0.969759  0.08
H11 1.130762 -0.058873 2.527308  0.00
C6 0.240162 0.563106 2.424097  0.00
H12 1.991778 0.335072 -1.628025  0.00
Sm1 -3.352504 -2.004378 0.020319  4.04
H13 -0.929554 1.512080 0.868345  0.04
H14 -0.867070 -1.209620 -2.817861  0.00

Cartesian forces (eV/Å) of the 3 atoms listed first:
-0.1 0.0 0.1
0.0 0.0 -0.1
0.0 0.0 -0.1

A cluster of 2 separate species, C6H14O in total at a distorted geometry. Source: OMol25; level of theory: ωB97M-V/def2-TZVPD.

**Spin multiplicity**: 1
**Relative energy (zero: lowest compared OMol25 entry of this formula, charge and spin)**: 55.3 kcal/mol
**E_HOMO**: -9.0 eV
**Structure (SMILES)**: C/C=C/CCC.O

Each line ends with the natural charge from an NBO analysis.
Element x y z (Å)
H1 -0.487021 0.889681 3.638784  0.22
C1 -1.323868 0.900685 2.889867  -0.64
H2 0.507329 -4.553841 -0.971941  0.48
H3 1.223346 2.002706 -0.482471  0.20
H4 -1.721841 -0.043760 2.911939  0.21
H5 -2.023095 1.657823 3.238053  0.21
H6 -0.963353 -0.748339 -2.159313  0.21
C2 -0.557306 1.380596 1.615482  -0.20
H7 2.363190 0.749520 0.089104  0.22
C3 1.291364 0.913184 -0.322503  -0.44
O1 0.272415 -3.585505 -0.654671  -0.94
H8 0.442753 -0.484009 1.124433  0.18
H9 1.151424 -0.970173 -1.540494  0.22
H10 -0.883946 1.032100 -1.497970  0.22
H11 -0.736169 2.399435 1.281538  0.19
C4 0.338351 0.614702 0.929543  -0.19
C5 -0.473896 0.257348 -2.191613  -0.62
H12 -0.628082 -3.505720 -0.550543  0.47
H13 1.600150 0.444376 -2.504593  0.20
C6 0.954065 0.143360 -1.599650  -0.41
H14 -0.345806 0.505838 -3.242986  0.21

Cartesian forces (eV/Å) of the 3 atoms listed first:
-0.9 0.0 -0.2
3.3 3.1 0.0
-1.1 3.1 1.1

no.,molecular weight (Da),total energy (eV)
1,164.32,-29600.431
2,164.32,-29601.213
3,250.54,-25820.865
4,102.18,-8494.495